{"formula": "C26H45ClCoNOP", "method": "ωB97M-V/def2-TZVPD", "total_charge": -1, "mol_weight_da": 513.0, "energy_ha": -3331.68501, "s_squared": 6.02, "spin_multiplicity": 5, "homo_lumo_gap_ev": [4.987, 3.803], "lumo_ev": [2.65, 1.48], "homo_ev": [-2.34, -2.32], "elements": ["Co", "P", "Cl", "C", "H", "H", "C", "C", "C", "H", "C", "H", "H", "C", "H", "H", "C", "H", "H", "C", "H", "H", "H", "H", "C", "C", "H", "C", "H", "H", "C", "H", "H", "C", "H", "H", "C", "H", "H", "H", "H", "C", "H", "C", "H", "H", "C", "H", "H", "C", "H", "H", "C", "H", "H", "H", "H", "C", "C", "H", "C", "H", "C", "H", "H", "C", "H", "H", "C", "H", "H", "H", "H", "O", "C", "N"], "xyz": [[2.7792, 2.5260, 1.5198], [-0.4530, 0.4557, -0.0432], [2.9457, 4.0293, 0.0347], [-1.6970, 0.0063, 1.4732], [-2.4866, 0.8544, 1.7700], [-0.9866, -0.2499, 2.4463], [1.4823, 0.5614, 0.0277], [-0.9794, 2.2049, -0.1037], [2.3202, 0.8045, -1.2807], [1.5819, 1.5282, 0.6694], [3.8603, 0.9390, -1.1341], [2.1625, -0.0124, -2.0236], [1.9691, 1.7165, -1.7563], [4.5003, -0.0516, -0.1486], [4.3351, 0.8088, -2.1073], [4.1192, 1.9799, -0.7926], [3.6841, -0.1903, 1.1427], [4.6499, -1.0662, -0.6128], [5.5052, 0.2596, 0.1618], [2.1649, -0.5387, 0.8881], [4.1185, -0.9538, 1.8337], [3.6791, 0.8446, 1.6627], [2.0653, -1.5787, 0.4737], [1.6746, -0.5543, 1.8822], [-0.6968, -0.6063, -1.5797], [-2.4953, 2.1890, -0.3305], [-0.8080, 2.5522, 0.9354], [-3.1519, 3.5850, -0.1103], [-2.7552, 1.8483, -1.3402], [-2.9427, 1.4481, 0.3584], [-2.3806, 4.7183, -0.8443], [-4.2022, 3.5827, -0.4863], [-3.2122, 3.8247, 0.9747], [-0.8475, 4.6370, -0.7553], [-2.6851, 4.7138, -1.9083], [-2.6983, 5.6899, -0.4185], [-0.2774, 3.2218, -0.9860], [-0.4329, 5.3467, -1.4984], [-0.5098, 5.0017, 0.2309], [-0.3640, 2.9312, -2.0583], [0.7719, 3.2713, -0.7254], [0.0868, -1.9646, -1.3996], [-1.7525, -0.9197, -1.5453], [-0.6023, -3.0747, -2.2816], [1.1382, -1.7975, -1.7035], [0.1244, -2.3539, -0.3382], [-0.6477, -2.6149, -3.7780], [-0.0589, -4.0282, -2.1644], [-1.6533, -3.1906, -1.8539], [-1.2297, -1.1842, -4.0010], [0.4011, -2.6643, -4.1895], [-1.1847, -3.3939, -4.3627], [-0.6080, -0.1084, -3.0635], [-1.0857, -0.9262, -5.0810], [-2.3283, -1.2593, -3.7908], [0.4434, 0.1231, -3.3661], [-1.1196, 0.8502, -3.2027], [0.8569, -4.1184, 1.3128], [-2.5022, -1.0400, 1.0576], [1.6735, -3.5769, 0.6402], [-2.8519, -2.1369, 2.1899], [-2.4680, -1.3723, -0.0156], [-1.9089, -2.6870, 3.3301], [-3.7578, -1.6668, 2.6220], [-3.1007, -3.0636, 1.6627], [-0.8419, -3.8864, 3.1669], [-1.2616, -1.8865, 3.8468], [-2.5725, -3.1190, 4.1965], [0.8095, -3.4925, 2.7030], [-0.5726, -4.2047, 4.2219], [-1.2426, -4.7527, 2.4833], [0.8564, -2.2704, 2.7668], [1.6475, -3.9903, 3.3578], [0.6562, 0.3934, 4.3470], [1.3395, 1.1661, 3.7199], [2.0109, 1.9333, 3.0709]]}

{"formula": "CHNO4S", "method": "ωB97M-V/def2-TZVPD", "total_charge": -2, "mol_weight_da": 123.1, "energy_ha": -792.49789, "spin_multiplicity": 1, "homo_lumo_gap_ev": 6.589, "lumo_ev": 6.97, "smiles": "N=[S@](=O)([O-])C(=O)[O-]", "homo_ev": 0.38, "elements": ["N", "S", "O", "O", "C", "O", "O", "H"], "xyz": [[-1.5965, 0.4741, 0.7710], [-0.1999, 0.5682, 0.0286], [0.6634, 1.3796, 0.9392], [-0.3630, 1.6616, -1.5181], [1.0246, -1.0031, -0.1758], [0.4305, -2.0039, -0.5369], [2.1823, -0.7808, 0.1280], [-2.1414, -0.2958, 0.3639]]}